No. 1
C21H16IrN4O8S3 | the ωB97M-V functional and the def2-TZVPD basis

Output
HOMO level (alpha / beta) (eV): -5.60 / -5.60
Net charge: -1
Spin multiplicity: 1
HOMO-LUMO gap (alpha / beta) (eV): 6.99 / 6.99

Structure (XYZ):
```
53
Properties=species:S:1:pos:R:3:forces:R:3
Ir 1.26502 0.61210 -0.52469 0.08 -0.54 -0.02
S 3.15100 1.48536 -1.32657 0.02 0.29 -0.07
C 2.76431 3.01045 -0.52452 0.04 -0.02 0.01
S 1.25905 2.80923 0.26867 -0.03 -0.05 0.02
C 3.55174 4.12520 -0.56576 0.04 -0.02 0.07
C 4.79098 4.13295 -1.27320 -0.02 0.02 -0.02
N 5.79320 4.14910 -1.83968 0.01 -0.01 0.01
C 3.16726 5.31100 0.12892 0.00 0.00 -0.02
N 2.85246 6.26565 0.69027 0.00 0.00 0.01
C -3.55222 -0.17181 6.41446 0.00 0.00 0.00
C -2.43533 -0.36898 5.42743 0.00 0.00 0.00
C -1.64553 0.70352 5.02104 0.00 0.00 0.00
C -0.63358 0.53174 4.09120 0.03 0.01 0.00
C -0.41372 -0.73270 3.56273 -0.02 -0.02 -0.02
C -1.18023 -1.82041 3.95652 0.01 -0.01 0.01
C -2.18460 -1.63003 4.89038 0.01 0.00 0.00
S 0.82561 -0.93781 2.32494 -0.09 -0.02 0.17
O 1.12939 -2.32402 2.18900 0.01 -0.01 -0.01
O 1.82803 0.05355 2.52844 0.02 0.02 -0.02
N -0.04520 -0.47346 0.91547 0.18 0.55 -0.13
C -0.90702 -1.54773 0.35335 0.01 -0.08 -0.02
C -1.39798 -1.16207 -1.03864 -0.03 0.06 0.07
C -1.61204 0.34006 -1.16398 -0.01 -0.16 -0.01
O -2.72613 0.82193 -1.10414 0.02 0.02 -0.11
O -0.53260 1.06360 -1.33433 -0.03 0.01 0.16
H -3.44452 0.76978 6.95073 0.00 0.00 0.00
H -3.58053 -0.98247 7.14284 0.00 0.00 0.00
H -4.51611 -0.15594 5.90177 0.00 0.00 0.00
H -1.82161 1.68612 5.44091 0.00 0.00 0.00
H -0.00752 1.36073 3.78456 0.00 0.00 0.00
H -0.97261 -2.79828 3.54286 0.00 0.00 0.00
H -2.78300 -2.47463 5.21061 0.00 0.00 0.00
H -0.61114 0.32786 1.20114 -0.13 -0.09 0.02
H -1.74639 -1.71546 1.03279 0.00 0.02 0.01
H -0.29636 -2.44579 0.31010 -0.01 0.00 -0.01
H -2.34275 -1.66130 -1.24250 -0.01 0.00 0.03
H -0.66601 -1.47049 -1.77601 -0.11 0.02 0.02
O 1.81552 -3.34286 -2.08056 0.00 0.02 0.02
C 1.57361 -2.14562 -2.12451 -0.03 -0.02 -0.07
O 1.74747 -1.34181 -1.13363 -0.02 0.01 -0.01
C 0.97309 -1.60262 -3.41568 0.04 -0.02 -0.06
C 0.23348 -2.48983 -4.19415 0.03 -0.01 -0.05
C -0.38122 -2.07513 -5.36562 0.01 -0.01 0.01
C -0.24401 -0.76532 -5.79618 0.01 0.01 -0.01
C 0.51586 0.09471 -5.02594 0.07 -0.04 -0.03
C 1.11845 -0.28979 -3.84172 0.00 0.00 0.00
N 0.68592 1.48661 -5.48554 -0.27 0.10 0.16
O 0.17389 1.79487 -6.54784 0.08 -0.03 -0.05
O 1.29073 2.25048 -4.76669 0.12 -0.04 -0.06
H 0.15622 -3.51439 -3.85582 0.00 0.00 0.01
H -0.96462 -2.77454 -5.94998 -0.01 0.00 0.00
H -0.70509 -0.40555 -6.70342 0.01 0.00 0.00
H 1.68735 0.43425 -3.27983 -0.02 0.00 0.00
```
Positions in Å, forces in eV/Å.

Here are the natural (NBO) charges for atoms 1 to 8, given in e: atom 1 (Ir): 0.91, atom 2 (S): 0.03, atom 3 (C): -0.20, atom 4 (S): 0.00, atom 5 (C): -0.43, atom 6 (C): 0.30, atom 7 (N): -0.34, atom 8 (C): 0.31

***

No. 2
C21H16IrN8S4 | the ωB97M-V functional and the def2-TZVPD basis

Output
HOMO level (eV): -9.91
Net charge: +1
Spin multiplicity: 1
HOMO-LUMO gap (eV): 6.31

Structure (XYZ):
```
50
Properties=species:S:1:pos:R:3:forces:R:3
Ir -0.28441 -0.11541 0.38307 1.53 -0.22 -0.16
C 3.98205 -3.11030 1.75195 -0.02 0.01 -0.02
C 2.81728 -3.42714 0.89384 -0.05 0.01 0.06
N 2.60773 -4.52468 0.25025 -0.04 -0.02 -0.05
N 1.38744 -4.35713 -0.35544 0.21 0.02 0.04
C 0.83112 -3.17322 -0.09699 -0.20 -0.02 0.04
S -0.65363 -2.56306 -0.55642 -0.85 0.48 0.00
N 1.74526 -2.56531 0.69428 0.27 -0.05 0.03
N 1.55518 -1.26752 1.15529 -0.82 0.42 -0.26
H 4.62684 -3.98322 1.79888 0.01 0.00 -0.02
H 3.65456 -2.85985 2.76193 0.02 0.00 0.00
H 4.55300 -2.26964 1.35528 0.00 0.00 0.00
H 1.01312 -5.08455 -0.94130 -0.06 -0.02 0.05
H 1.44068 -1.24566 2.16971 -0.12 0.04 0.04
H 2.32347 -0.65660 0.88764 0.08 0.00 0.11
S -3.33003 2.84393 -5.84210 0.02 -0.01 0.03
N -3.75301 2.96972 -4.29404 -0.09 0.06 0.05
C -2.85251 2.30676 -3.59132 0.15 -0.09 0.00
C -2.84004 2.16228 -2.14470 -0.14 0.07 -0.10
C -3.78414 2.73985 -1.29509 -0.03 0.03 0.00
C -3.65959 2.54518 0.06130 0.09 -0.01 -0.12
C -2.61486 1.76264 0.54769 -0.08 0.22 0.00
N -1.72381 1.19550 -0.26180 -0.18 -0.79 0.44
C -1.82025 1.39858 -1.59204 -0.07 0.26 0.02
C -0.77576 0.82462 -2.40880 -0.04 0.00 -0.03
N 0.17673 0.16340 -1.74415 0.74 -0.19 0.69
C 1.19135 -0.35899 -2.42144 -0.02 0.01 -0.18
C 1.28529 -0.27482 -3.80683 -0.06 0.05 0.04
C 0.29158 0.38170 -4.50431 0.02 0.00 0.00
C -0.75614 0.96359 -3.79358 -0.03 -0.01 -0.20
C -1.84017 1.71762 -4.39730 -0.04 0.05 0.16
N -1.99733 1.95398 -5.68716 0.05 -0.06 -0.09
H -4.58239 3.33604 -1.71712 -0.01 -0.01 0.02
H -4.36042 2.98365 0.75635 0.03 -0.01 0.03
H -2.48786 1.59014 1.60487 -0.04 -0.04 -0.02
H 1.95018 -0.87136 -1.84558 -0.01 -0.01 0.02
H 2.12757 -0.71956 -4.31653 0.00 -0.01 0.01
H 0.30557 0.45754 -5.58359 0.05 0.03 0.01
S 1.02172 1.59207 1.28622 -0.59 0.13 -0.66
C 0.16227 2.00955 2.76463 0.20 0.22 0.07
C 0.47784 3.19926 3.42350 0.02 0.03 -0.06
C -0.13937 3.52239 4.61672 -0.02 -0.10 0.06
C -1.09001 2.65818 5.15797 0.05 0.00 -0.05
C -1.40628 1.48345 4.50175 -0.06 -0.03 -0.02
C -0.77767 1.14885 3.29909 -0.17 -0.12 0.31
S -1.19572 -0.37155 2.50999 0.34 -0.42 -0.28
H 1.21515 3.86151 2.98586 -0.01 0.02 0.02
H 0.12202 4.43605 5.13297 -0.02 0.03 -0.04
H -1.58390 2.90140 6.08916 0.01 0.01 0.00
H -2.14399 0.80423 4.91265 0.00 0.02 0.02
```
Positions in Å, forces in eV/Å.

Here are the natural (NBO) charges for atoms 1 to 8, given in e: atom 1 (Ir): 0.68, atom 2 (C): -0.67, atom 3 (C): 0.37, atom 4 (N): -0.22, atom 5 (N): -0.36, atom 6 (C): 0.24, atom 7 (S): -0.12, atom 8 (N): -0.25

***

No. 3
C21H16N4O8Sr | the ωB97M-V functional and the def2-TZVPD basis

Output
HOMO level (eV): -8.30
Spin multiplicity: 1
HOMO-LUMO gap (eV): 7.54

Structure (XYZ):
```
50
Properties=species:S:1:pos:R:3:forces:R:3
Sr 0.05753 -0.27683 -0.49916 -1.00 -0.21 -1.36
O 1.94353 -2.21043 -3.89926 0.33 0.13 -0.10
C 1.60583 -1.60833 -2.89966 -0.05 -0.33 -0.25
N 0.51103 -1.77763 -2.12556 0.39 -1.19 -1.54
C -0.32667 -2.82203 -2.30876 0.17 -0.27 -0.29
O -0.17717 -3.82403 -2.98086 -0.21 -0.17 0.07
C -1.58447 -2.67313 -1.47406 -0.33 -0.78 -0.09
C -2.29627 -3.82123 -1.13186 0.04 0.05 0.01
C -3.42547 -3.69483 -0.34616 0.11 0.12 -0.06
C -3.84267 -2.42163 0.01304 0.01 0.09 -0.04
C -3.08567 -1.34073 -0.40546 -0.48 -0.09 0.20
N -1.96637 -1.45673 -1.10176 -0.97 -0.69 -0.56
C 2.47583 -0.48833 -2.36596 0.73 -0.24 -0.43
C 3.85963 -0.63183 -2.44006 -0.01 0.06 0.07
C 4.66163 0.34237 -1.87696 -0.18 -0.01 -0.03
C 4.05613 1.46967 -1.34346 -0.13 0.06 0.04
C 2.67463 1.54827 -1.37276 0.41 0.37 0.09
N 1.89333 0.58227 -1.83556 0.74 0.37 -0.80
H -1.93907 -4.77813 -1.48306 0.05 0.01 -0.02
H -3.97227 -4.56553 -0.01676 -0.07 -0.09 -0.02
H -4.72917 -2.27483 0.61174 -0.05 0.07 0.02
H -3.38617 -0.33013 -0.15696 -0.03 0.08 0.11
H 4.27503 -1.50613 -2.91606 -0.05 -0.10 -0.02
H 5.73483 0.23117 -1.84796 0.11 -0.01 -0.07
H 4.63823 2.26197 -0.89566 -0.01 0.06 -0.02
H 2.17083 2.43007 -0.99266 -0.01 0.01 0.09
O -2.48917 3.31577 -1.67886 -0.19 0.44 0.09
C -1.64217 2.42147 -1.17776 -0.31 -0.10 -0.66
O -1.38857 1.38857 -1.74826 -0.22 0.26 -0.15
C -1.02027 2.77287 0.12354 0.06 0.61 0.46
C -1.17637 3.96317 0.81904 -0.12 -0.33 -0.20
C -0.47097 4.10097 2.01174 0.11 -0.10 0.03
C 0.35483 3.07937 2.44984 -0.06 0.03 -0.17
C 0.46113 1.93367 1.65984 0.12 0.51 0.39
N -0.21687 1.80487 0.54544 -0.22 1.68 0.50
C 1.36113 0.74907 1.95584 0.25 0.14 0.43
O 2.36063 1.14967 2.79924 0.06 0.19 0.44
O 1.64313 -0.02723 1.01964 1.68 0.01 1.20
H -2.82227 2.99337 -2.53566 0.19 -0.05 0.25
H -1.82627 4.74047 0.44804 -0.01 0.04 -0.04
H -0.55637 5.01417 2.58294 -0.02 0.03 0.05
H 0.92813 3.15477 3.35854 0.04 0.02 0.10
H 2.97883 0.41127 2.88234 -0.07 0.01 -0.14
C -1.18917 -1.70693 3.68244 0.24 0.03 -0.25
C -0.52497 -0.87493 2.59694 -0.54 -0.56 1.19
O 0.34493 -0.04813 3.04734 0.33 0.24 0.37
O -0.86647 -1.00853 1.42964 -0.75 -0.43 0.98
H -0.48417 -1.89993 4.48564 -0.04 0.00 0.08
H -1.54757 -2.63853 3.25194 -0.04 0.00 0.00
H -2.03787 -1.15263 4.08244 -0.01 0.03 0.01
```
Positions in Å, forces in eV/Å.

Here are the natural (NBO) charges for atoms 1 to 8, given in e: atom 1 (Sr): 1.79, atom 2 (O): -0.58, atom 3 (C): 0.63, atom 4 (N): -0.86, atom 5 (C): 0.64, atom 6 (O): -0.58, atom 7 (C): 0.12, atom 8 (C): -0.21

***

No. 4
C21H16N5PPdS | the ωB97M-V functional and the def2-TZVPD basis

Output
HOMO level (alpha / beta) (eV): -14.07 / -14.95
Expectation value of S²: 6.066
Net charge: +2
Spin multiplicity: 5
HOMO-LUMO gap (alpha / beta) (eV): 8.70 / 5.28

Structure (XYZ):
```
45
Properties=species:S:1:pos:R:3:forces:R:3
Pd 1.67581 -0.19268 1.39549 -0.35 -0.35 -0.85
N 1.12904 -2.34984 0.98443 0.21 0.34 -0.10
C 0.17810 -2.63245 -0.08479 0.01 -0.15 0.09
C -0.38180 -3.89260 -0.19050 0.05 -0.11 0.07
C -1.22976 -4.18775 -1.24991 0.00 0.01 -0.01
C -1.52070 -3.22363 -2.20591 0.00 0.00 0.01
C -0.97850 -1.95397 -2.09170 -0.08 -0.04 0.04
C -0.14748 -1.64781 -1.01326 0.14 0.03 -0.13
P 0.46272 0.01149 -0.76436 -0.34 0.30 0.32
C 0.19323 0.99242 -2.22934 0.27 -0.03 -0.06
C 1.06404 0.83061 -3.31053 -0.01 0.01 -0.04
C 0.82171 1.51392 -4.48947 0.04 -0.01 0.00
C -0.27578 2.36171 -4.58415 0.00 0.02 0.00
C -1.13396 2.53126 -3.50501 -0.02 0.00 0.05
C -0.90148 1.85644 -2.31662 0.01 0.02 -0.08
C -0.53762 0.75543 0.54454 0.06 0.06 -0.05
C -0.07207 1.98047 1.05590 -0.18 0.14 -0.02
C -0.78556 2.63413 2.04741 0.02 0.01 0.06
C -1.95805 2.06951 2.53631 -0.01 0.00 0.01
C -2.41911 0.85394 2.03842 -0.01 -0.02 0.02
C -1.71348 0.19224 1.04779 0.00 -0.10 0.07
H 2.03875 -2.74306 0.75382 -0.06 -0.15 -0.01
H 0.82703 -2.77744 1.85502 0.00 0.00 0.01
H -0.13879 -4.65413 0.54246 -0.01 0.00 -0.05
H -1.64870 -5.18168 -1.33455 -0.01 0.02 0.01
H -2.17639 -3.45675 -3.03387 0.02 -0.01 0.01
H -1.21528 -1.19258 -2.82407 0.01 -0.01 0.01
H 1.92473 0.17612 -3.22922 -0.03 -0.01 -0.02
H 1.48826 1.38990 -5.33270 -0.01 0.01 0.02
H -0.45965 2.90132 -5.50417 0.00 -0.03 0.01
H -1.98988 3.18798 -3.58876 0.03 0.00 0.00
H -1.56999 1.99320 -1.47658 -0.01 -0.02 -0.03
H 0.80621 2.44898 0.62532 0.08 0.03 -0.01
H -0.43744 3.58592 2.42812 -0.02 -0.01 -0.03
H -2.52816 2.58880 3.29636 0.02 -0.02 0.00
H -3.33973 0.42887 2.41663 0.01 0.02 -0.01
H -2.07943 -0.74721 0.65111 0.00 0.01 0.01
N 0.93365 -0.29088 3.42459 -0.03 0.28 0.26
C 0.71488 0.32020 4.38511 0.34 -0.19 0.43
N 0.34968 0.97006 5.42709 -0.95 0.20 0.06
C 0.81482 1.37944 6.52269 0.70 0.02 0.00
N 1.21808 1.83582 7.54100 -0.20 -0.12 -0.15
S 6.46287 -0.30642 1.00384 0.16 0.00 0.01
C 4.84862 -0.21633 0.95002 0.02 0.07 -0.26
N 3.68659 -0.14296 0.88599 0.15 -0.23 0.32
```
Positions in Å, forces in eV/Å.

Here are the natural (NBO) charges for atoms 1 to 8, given in e: atom 1 (Pd): 0.95, atom 2 (N): -0.81, atom 3 (C): 0.14, atom 4 (C): -0.22, atom 5 (C): -0.14, atom 6 (C): -0.20, atom 7 (C): -0.10, atom 8 (C): -0.45

***

What DFT total energy values result from the calculations? In sequence: -79721.8293, -80135.0458, -45216.6874, -53071.1795 eV.
What energy relative to the best compared isomer or geometry (same formula, charge and spin) values result from the calculations? In sequence: 1.041, 0.668, 2.515, 0.361 eV.